1.
Density functional theory data (ωB97M-V/def2-TZVPD) for a 2-piece molecular cluster, C5H14 overall.

Each line ends with the Löwdin charge.
Geometry (Å):
C: -1.93483 0.13744 -0.04738  -0.15
C: -1.73477 0.63764 -1.45475  -0.34
C: -0.84872 -0.17626 -2.38843  -0.13
H: -1.00289 0.27126 0.57814  0.07
H: -2.78063 0.44081 0.53733  0.05
H: -2.02919 -0.98158 -0.10734  0.08
H: -1.40234 1.74481 -1.42574  0.13
H: -2.74288 0.54565 -1.93632  0.10
H: 0.17236 -0.11115 -2.17809  0.04
H: -0.89761 0.24771 -3.38667  0.06
H: -1.16314 -1.21341 -2.54613  0.08
C: 1.57930 -0.69195 2.18576  -0.15
C: 2.77560 0.22254 1.54793  -0.12
H: 1.04592 -0.21799 2.96766  0.03
H: 0.79960 -1.08184 1.46678  0.06
H: 2.18948 -1.51760 2.51287  0.04
H: 3.61874 -0.44893 1.44864  0.05
H: 2.90092 0.93092 2.33881  0.04
H: 2.27216 0.61485 0.67124  0.05

Properties
- LUMO energy (eV) = 1.10
- structure (SMILES) = CCC.CC
- frontier orbital gap (eV) = 12.27
- HOMO level (hartree) = -0.411

=====

2.
Density functional theory data (ωB97M-V/def2-TZVPD) for a 2-piece molecular cluster, C5H14 overall.

Each line ends with the Löwdin charge.
Geometry (Å):
C: -2.31718 0.12386 0.75042  -0.13
C: -2.18215 -1.26127 0.17392  -0.33
C: -0.83134 -1.90453 0.48690  -0.12
H: -1.51687 0.80125 0.43909  0.06
H: -3.24333 0.60324 0.42484  0.07
H: -2.33464 0.14070 1.84066  0.07
H: -2.98470 -1.89567 0.55159  0.09
H: -2.37446 -1.26685 -0.90762  0.10
H: -0.61951 -1.82269 1.55568  0.07
H: -0.81134 -2.97711 0.27649  0.07
H: -0.05931 -1.36121 -0.04901  0.05
C: 1.97026 0.73905 -0.59440  -0.18
C: 2.81801 1.98155 -0.80533  -0.17
H: 2.35424 0.14991 0.24169  0.06
H: 0.92873 0.94428 -0.36397  0.04
H: 2.04711 0.03683 -1.43289  0.07
H: 3.87581 1.78031 -0.63225  0.06
H: 2.53407 2.80274 -0.14406  0.06
H: 2.74660 2.38560 -1.81176  0.06

Properties
- LUMO energy (eV) = 1.11
- structure (SMILES) = CCC.CC
- frontier orbital gap (eV) = 12.44
- HOMO level (hartree) = -0.417

=====

The winner here is 2, beating the second structure by 22.3 kcal/mol.